The following is a DFT calculation (wB97M-V/def2-TZVPD) of a single C7H9F molecule at a distorted geometry.

Structure (XYZ):
```
17
C7H9F wB97M-V/def2-TZVPD
C -0.8323 0.9047 0.1118
C 0.2390 0.0678 -0.5487
C 1.3570 0.7325 -1.2173
C 1.2885 2.1601 -1.1283
C 0.1838 -1.3826 -0.4464
C -0.6422 -2.1355 0.5591
C -1.0019 -1.6550 1.8713
H -1.7325 0.5210 0.5851
H -0.4280 1.3629 1.0025
H -1.1329 1.6853 -0.5860
H 2.0105 0.1052 -1.7298
H 1.9549 3.0115 -1.6133
H 0.3946 2.6867 -0.8786
H -0.7278 -3.2029 0.1622
H -1.6418 -2.1285 2.5923
H -0.5578 -0.6441 2.3358
F 1.2691 -2.0891 -1.0718
```

strongest force on any atom	6.1	eV/A
HOMO energy	-8.0	eV
charge	0
energy above the lowest of the compared OMol25 structures with the same formula, charge and spin	75.3	kcal/mol
LUMO	-0.309	eV